1.
Below is an isolated molecule of C7H9NO2 at a distorted geometry, with properties calculated with wB97M-V/def2-TZVPD.

As for the HOMO-LUMO gap (spin up / spin down): 9.015 / 5.911 eV. For the LUMO energy (spin up / spin down), the calculation gives 0.34 / -1.25 eV. Its net charge is 0.

Bonds (Å) are listed after each position.
Element x y z (Å)
1 C -2.76 2.65 -0.41  C2 1.219, H11 1.059
2 C -1.75 1.98 -0.52  C1 1.219, N8 1.283
3 C 1.78 1.72 0.18  C5 1.405, O9 1.217
4 C 0.98 -0.43 -0.62  C5 1.497, C6 1.594, H12 1.057, H13 1.106
5 C 1.94 0.33 0.25  C3 1.405, C4 1.497, O10 1.444, H14 1.120
6 C -0.58 -0.13 -0.48  C4 1.594, C7 1.566, N8 1.420, H15 1.071
7 C -0.96 -0.72 0.92  C6 1.566, H16 1.063, H17 1.083, H18 1.070
8 N -0.70 1.26 -0.72  C2 1.283, C6 1.420
9 O 2.40 2.76 0.34  C3 1.217
10 O 3.28 0.17 -0.27  C5 1.444, H19 0.950
11 H -3.64 3.21 -0.59  C1 1.059
12 H 1.29 -0.09 -1.57  C4 1.057
13 H 1.08 -1.50 -0.37  C4 1.106
14 H 1.85 -0.08 1.29  C5 1.120
15 H -1.14 -0.60 -1.26  C6 1.071
16 H -1.89 -1.24 0.85  C7 1.063
17 H -1.20 0.05 1.63  C7 1.083
18 H -0.26 -1.43 1.31  C7 1.070
19 H 3.20 0.37 -1.19  O10 0.950

***

2.
Below is an isolated molecule of C7H9NO2S3 at a distorted geometry, with properties calculated with wB97M-V/def2-TZVPD.

As for the HOMO-LUMO gap: 9.196 eV. For the LUMO energy, the calculation gives 0.37 eV. Its net charge is 0.

Bonds (Å) are listed after each position.
Element x y z (Å)
1 C -1.26 -0.77 -1.03  C3 1.412, C5 1.361, H14 1.174
2 C -0.95 -0.20 1.23  C4 1.390, C5 1.415, H15 1.028
3 C 0.13 -1.01 -1.10  C1 1.412, C6 1.342, H16 1.179
4 C 0.37 -0.65 1.20  C2 1.390, C6 1.396, H17 1.176
5 C -1.81 -0.28 0.12  C1 1.361, C2 1.415, C7 1.549
6 C 0.94 -0.97 -0.03  C3 1.342, C4 1.396, S13 1.848
7 C -3.31 0.07 0.29  C5 1.549, H18 1.182, H19 1.107, H20 1.169
8 N 1.49 2.02 -0.39  S11 1.692, H21 1.001, H22 1.029
9 O 2.74 -2.38 -1.15  S13 1.417
10 O 3.03 0.08 -0.95  S11 1.659, S13 1.736
11 S 3.10 1.56 -0.21  N8 1.692, O10 1.659, S12 1.912
12 S 3.12 1.26 1.68  S11 1.912
13 S 2.73 -1.41 -0.11  C6 1.848, O9 1.417, O10 1.736
14 H -1.97 -0.84 -1.96  C1 1.174
15 H -1.44 0.18 2.05  C2 1.028
16 H 0.65 -1.34 -2.10  C3 1.179
17 H 1.09 -0.71 2.14  C4 1.176
18 H -3.36 1.19 -0.09  C7 1.182
19 H -3.75 -0.60 -0.47  C7 1.107
20 H -3.77 0.02 1.36  C7 1.169
21 H 1.27 2.80 -0.97  N8 1.001
22 H 0.97 1.98 0.50  N8 1.029

***

3.
Below is an isolated molecule of C7H9NO3S at a distorted geometry, with properties calculated with wB97M-V/def2-TZVPD.

As for the HOMO-LUMO gap: 8.313 eV. For the LUMO energy, the calculation gives -1.02 eV. As for the SMILES: COC(=O)/C=C1\NCCSC1=O. Its net charge is 0.

Bonds (Å) are listed after each position.
Element x y z (Å)
1 C 2.07 -0.20 -3.34  H8 1.213, H9 1.125, H10 1.122, O18 1.435
2 C 0.29 -1.14 -1.99  C3 1.348, O18 1.418, O19 1.280
3 C -0.53 -0.89 -0.94  C2 1.348, C4 1.389, H11 1.109
4 C -0.28 -0.07 0.16  C3 1.389, C7 1.543, N17 1.389
5 C 1.13 1.12 1.49  C6 1.499, H13 1.095, H14 1.293, N17 1.410
6 C 0.11 1.93 2.23  C5 1.499, H15 1.110, H16 1.105, S21 1.758
7 C -1.30 -0.41 1.27  C4 1.543, O20 1.208, S21 1.811
8 H 1.21 0.00 -4.17  C1 1.213
9 H 2.77 0.68 -3.33  C1 1.125
10 H 2.49 -1.16 -3.74  C1 1.122
11 H -1.45 -1.49 -0.86  C3 1.109
12 H 1.42 0.59 -0.45  N17 1.047
13 H 2.12 1.59 1.44  C5 1.095
14 H 1.22 0.09 2.26  C5 1.293
15 H 0.02 2.91 1.72  C6 1.110
16 H 0.40 2.38 3.20  C6 1.105
17 N 0.67 0.95 0.18  C4 1.389, C5 1.410, H12 1.047
18 O 1.39 -0.26 -2.08  C1 1.435, C2 1.418
19 O 0.30 -2.01 -2.92  C2 1.280
20 O -2.07 -1.34 1.20  C7 1.208
21 S -1.30 0.92 2.49  C6 1.758, C7 1.811

***

4.
Below is an isolated molecule of C7H9NO4 at a distorted geometry, with properties calculated with wB97M-V/def2-TZVPD.

The spin multiplicity is 3. As for the HOMO-LUMO gap (spin up / spin down): 5.352 / 7.636 eV. The expectation value of S² is 2.018. For the LUMO energy (spin up / spin down), the calculation gives 0.77 / -1.93 eV. Its net charge is 0.

Bonds (Å) are listed after each position.
Element x y z (Å)
1 C 2.21 2.05 1.69  C2 1.441, C3 1.358, H13 1.056
2 C 2.41 1.36 0.44  C1 1.441, C4 1.352, H14 1.045
3 C 0.94 1.80 2.08  C1 1.358, O11 1.298, H15 1.149
4 C 1.29 0.61 0.31  C2 1.352, C5 1.443, O11 1.373
5 C 0.87 -0.44 -0.59  C4 1.443, C7 1.487, O9 1.389, O10 1.420
6 C -2.77 -0.74 0.08  O12 1.437, H16 1.139, H17 1.119, H18 1.162
7 C -0.54 -0.91 -0.65  C5 1.487, N8 1.490, O10 1.396, O12 1.362
8 N -1.00 -1.55 -1.91  C7 1.490, H19 1.024, H20 0.943
9 O 1.69 -0.54 -1.71  C5 1.389, H21 0.983
10 O 0.44 -1.64 0.03  C5 1.420, C7 1.396
11 O 0.45 0.82 1.37  C3 1.298, C4 1.373
12 O -1.48 -0.13 -0.04  C6 1.437, C7 1.362
13 H 2.77 2.84 2.12  C1 1.056
14 H 3.02 1.74 -0.32  C2 1.045
15 H 0.38 2.10 3.04  C3 1.149
16 H -2.72 -1.69 0.71  C6 1.139
17 H -3.10 -0.90 -0.97  C6 1.119
18 H -3.34 0.18 0.49  C6 1.162
19 H -1.28 -2.49 -1.62  N8 1.024
20 H -1.73 -1.14 -2.33  N8 0.943
21 H 1.48 -1.35 -2.22  O9 0.983

***

5.
Below is an isolated molecule of C7H9NO5 at a distorted geometry, with properties calculated with wB97M-V/def2-TZVPD.

As for the HOMO-LUMO gap: 10.962 eV. For the LUMO energy, the calculation gives 0.78 eV. As for the SMILES: CCOC(=O)ON1C(=O)CCC1=O. Its net charge is 0.

Bonds (Å) are listed after each position.
Element x y z (Å)
1 C -2.55 -0.92 2.48  C2 1.483, H8 1.233, H9 1.204, H10 1.190
2 C -1.28 -0.43 3.05  C1 1.483, H11 1.120, H12 1.076, O18 1.483
3 C -0.21 0.21 1.04  O18 1.300, O19 1.254, O20 1.424
4 C 2.13 0.85 -0.92  C5 1.579, N17 1.419, O21 1.197
5 C 2.43 0.33 -2.38  C4 1.579, C6 1.577, H13 1.084, H14 1.114
6 C 0.99 0.12 -3.00  C5 1.577, C7 1.515, H15 1.142, H16 1.160
7 C 0.00 0.37 -1.88  C6 1.515, N17 1.446, O22 1.236
8 H -2.53 -1.00 1.25  C1 1.233
9 H -3.46 -0.18 2.77  C1 1.204
10 H -2.88 -1.97 2.94  C1 1.190
11 H -1.27 -0.01 4.09  C2 1.120
12 H -0.61 -1.26 2.88  C2 1.076
13 H 3.06 1.05 -2.89  C5 1.084
14 H 3.00 -0.62 -2.33  C5 1.114
15 H 0.69 0.93 -3.74  C6 1.142
16 H 0.76 -0.85 -3.60  C6 1.160
17 N 0.73 1.07 -0.85  C4 1.419, C7 1.446, O20 1.350
18 O -0.73 0.62 2.16  C2 1.483, C3 1.300
19 O -0.09 -0.93 0.54  C3 1.254
20 O 0.12 1.39 0.31  C3 1.424, N17 1.350
21 O 2.94 0.96 -0.04  C4 1.197
22 O -1.23 0.27 -1.89  C7 1.236

***

6.
Below is an isolated molecule of C7H9NS2 at a distorted geometry, with properties calculated with wB97M-V/def2-TZVPD.

As for the HOMO-LUMO gap: 9.001 eV. For the LUMO energy, the calculation gives 0.69 eV. As for the SMILES: Cn1cccc1[C@@H]1S[C@H]1S. Its net charge is 0.

Bonds (Å) are listed after each position.
Element x y z (Å)
1 C -1.46 -1.91 -0.57  C2 1.429, C3 1.362, H11 1.111
2 C -0.06 -1.79 -0.37  C1 1.429, C4 1.365, H12 1.106
3 C -1.99 -0.66 -0.51  C1 1.362, N8 1.332, H13 1.086
4 C 0.14 -0.47 -0.10  C2 1.365, C5 1.513, N8 1.364
5 C 1.46 0.21 0.19  C4 1.513, C7 1.540, S9 1.829, H14 1.116
6 C -1.18 1.60 0.10  N8 1.422, H15 1.065, H16 1.139, H17 1.080
7 C 2.72 -0.31 -0.52  C5 1.540, S9 1.835, S10 1.755, H18 1.111
8 N -1.04 0.21 -0.19  C3 1.332, C4 1.364, C6 1.422
9 S 2.19 1.38 -1.00  C5 1.829, C7 1.835
10 S 4.14 -0.75 0.42  C7 1.755, H19 1.354
11 H -1.95 -2.75 -1.12  C1 1.111
12 H 0.77 -2.49 -0.14  C2 1.106
13 H -3.02 -0.32 -0.60  C3 1.086
14 H 1.66 0.38 1.28  C5 1.116
15 H -1.63 2.31 -0.55  C6 1.065
16 H -1.67 1.64 1.13  C6 1.139
17 H -0.15 1.87 0.24  C6 1.080
18 H 2.69 -1.00 -1.38  C7 1.111
19 H 4.69 -1.55 -0.52  S10 1.354

***

7.
Below is a cluster of 2 separate species, C7H9O2P in total at a distorted geometry, with properties calculated with wB97M-V/def2-TZVPD.

As for the HOMO-LUMO gap: 8.949 eV. For the LUMO energy, the calculation gives 0.14 eV. Its net charge is 0.

Bonds (Å) are listed after each position.
Element x y z (Å)
1 C -1.78 0.48 -1.12  C2 1.415, C3 1.350, H11 1.106
2 C -0.53 -0.10 -1.46  C1 1.415, C4 1.355, H12 1.077
3 C -2.06 0.82 0.16  C1 1.350, C6 1.439, H13 1.043
4 C 0.25 -0.52 -0.44  C2 1.355, C7 1.514, P10 1.800
5 C 2.73 2.26 1.16  O8 1.106
6 C -1.08 0.66 1.20  C3 1.439, C7 1.506, H14 1.107, H15 1.044
7 C -0.38 -0.64 0.94  C4 1.514, C6 1.506, H16 1.136, H17 1.044
8 O 2.42 1.24 0.88  C5 1.106
9 O 2.40 -1.95 0.48  P10 1.427
10 P 1.87 -1.26 -0.66  C4 1.800, O9 1.427, H18 1.315, H19 1.342
11 H -2.51 0.60 -1.94  C1 1.106
12 H -0.21 -0.23 -2.48  C2 1.077
13 H -2.93 1.39 0.23  C3 1.043
14 H -0.27 1.39 0.99  C6 1.107
15 H -1.44 0.65 2.18  C6 1.044
16 H -1.23 -1.39 0.97  C7 1.136
17 H 0.21 -1.00 1.72  C7 1.044
18 H 1.79 -2.04 -1.72  P10 1.315
19 H 2.75 -0.34 -1.08  P10 1.342

***

8.
Below is the ion C7H9O2S with charge -1 at a distorted geometry, with properties calculated with wB97M-V/def2-TZVPD.

As for the HOMO-LUMO gap: 7.178 eV. For the LUMO energy, the calculation gives 3.65 eV. Its net charge is -1.

Bonds (Å) are listed after each position.
Element x y z (Å)
1 C 1.47 -0.99 0.04  C2 1.351, C5 1.439, H11 1.138
2 C 0.12 -1.10 0.13  C1 1.351, C3 1.440, C6 1.491
3 C -0.46 0.21 0.27  C2 1.440, C4 1.335, S10 2.021
4 C 0.49 1.14 0.17  C3 1.335, C5 1.602, C7 1.518
5 C 1.89 0.39 0.00  C1 1.439, C4 1.602, H12 1.062, H13 1.163
6 C -0.57 -2.42 0.18  C2 1.491, H14 1.067, H15 1.117, H16 1.064
7 C 0.17 2.61 -0.06  C4 1.518, H17 1.105, H18 1.040, H19 1.187
8 O -2.91 -0.18 1.41  S10 1.525
9 O -2.67 -0.30 -1.15  S10 1.540
10 S -2.45 0.53 0.13  C3 2.021, O8 1.525, O9 1.540
11 H 2.23 -1.81 -0.11  C1 1.138
12 H 2.75 0.69 0.54  C5 1.062
13 H 1.99 0.47 -1.16  C5 1.163
14 H -1.06 -2.63 1.11  C6 1.067
15 H 0.08 -3.26 -0.17  C6 1.117
16 H -1.28 -2.24 -0.58  C6 1.064
17 H 0.75 3.43 0.40  C7 1.105
18 H -0.85 2.75 0.09  C7 1.040
19 H 0.29 2.72 -1.23  C7 1.187

***

The following total energy values (in eV) correspond, in order, to the records above: -12983.5294 -45492.8336 -25870.0349 -17077.6448 -19130.6542 -30563.7646 -20786.5902 -22334.0779.